(1)
A cluster of 21 separate species, C49H60Cl61NO4P in total. Source: the Open Molecules 2025 dataset; level of theory: the ωB97M-V functional and the def2-TZVPD basis.

```
176
Properties=species:S:1:pos:R:3:lowdin_charge:R:1
C 4.63433 -0.20868 1.12227 -0.0049
C 5.28125 -1.38905 0.31482 -0.4581
O 6.45454 -1.58551 0.50388 0.1008
O 4.54549 -2.18419 -0.56915 -0.0437
C 4.84802 -1.77443 -1.93997 -0.1470
C 3.53353 -1.07087 -2.50124 -0.1435
C 3.54488 0.41668 -1.95689 -0.2075
C 2.81883 1.41944 -2.96368 -0.1829
C 3.50061 2.84339 -2.70959 -0.1970
C 2.92248 3.38949 -1.34525 -0.1919
C 1.59353 4.21154 -1.66979 -0.1639
C 0.78375 4.58745 -0.37532 -0.1127
C -0.43716 3.68914 0.01775 -0.2805
C -0.29808 2.20066 0.48493 -0.1279
O 0.97209 1.83424 1.06053 -0.0929
C 0.76208 0.49833 1.50107 -0.2935
C 0.21660 0.30166 2.85011 -0.0942
C -0.06649 -1.07662 3.32207 -0.2121
C 0.16008 -2.23944 2.47110 -0.1397
C 0.73497 -2.04448 1.12945 -0.0546
C 1.01191 -0.67169 0.67263 -0.0308
C -1.13110 4.57797 1.15459 -0.2756
P -0.54937 4.78770 2.94996 0.6423
O -1.97486 4.68256 3.84926 -0.3446
Cl 0.10184 6.77454 3.17483 0.2175
N -2.17223 5.22086 0.70946 0.0771
C -2.53620 4.96540 -0.72564 -0.0364
C -1.74211 3.62288 -0.91154 -0.2268
C -1.68510 2.91314 -2.31784 -0.0908
C -2.69341 1.70086 -2.41264 -0.1967
C -2.21141 0.47976 -3.09291 -0.0218
C -3.10509 -0.67713 -3.15875 -0.0228
C -4.44404 -0.65799 -2.58378 -0.2229
C -5.38581 -1.91167 -2.61330 -0.0675
C -4.92301 0.56153 -1.94816 -0.0263
C -4.04537 1.72405 -1.87299 -0.0415
H 4.85662 0.75279 0.58325 0.0932
H 3.51821 -0.32856 1.16006 0.0430
H 5.01027 -0.15436 2.17017 -0.0083
H 5.71452 -1.07108 -1.88485 0.1262
H 5.08267 -2.63670 -2.61010 0.1097
H 2.65982 -1.66504 -2.11787 0.1117
H 3.54460 -1.01641 -3.62284 0.0985
H 4.60494 0.75162 -1.78741 0.1089
H 3.00760 0.53016 -0.97920 0.0664
H 1.72104 1.52463 -2.71601 0.0959
H 2.96347 1.05997 -4.01195 0.0962
H 3.34581 3.53828 -3.57775 0.1130
H 4.61224 2.69773 -2.61221 0.1081
H 2.76788 2.61068 -0.56016 0.0917
H 3.69229 4.11318 -0.94601 0.1201
H 1.97849 5.18497 -2.09493 0.1225
H 1.00657 3.73907 -2.49293 0.0970
H 0.41773 5.65110 -0.49543 0.1293
H 1.49211 4.61576 0.50393 0.1322
H -1.07564 2.03903 1.29689 0.1400
H -0.54567 1.45052 -0.31492 0.1479
H 0.01376 1.20615 3.47385 0.1146
H -0.51634 -1.21399 4.33342 0.1128
H -0.09248 -3.26694 2.80924 0.0878
H 0.92441 -2.89987 0.43777 0.0946
H 1.41413 -0.58137 -0.36386 0.0941
H -2.61231 4.21202 3.27836 0.0467
H -2.74474 5.84834 1.30063 0.0392
H -3.59433 4.59250 -0.60923 0.1331
H -2.40767 5.80215 -1.44833 0.1512
H -2.37236 2.90334 -0.30260 0.1290
H -0.67033 2.42645 -2.39359 0.0906
H -1.79503 3.62444 -3.17297 0.1307
H -1.19653 0.41489 -3.55217 0.0413
H -2.75696 -1.62045 -3.64394 0.0621
H -5.45480 -2.26839 -1.54194 0.0936
H -6.42849 -1.65957 -2.92036 0.0297
H -4.93360 -2.76126 -3.18373 0.0229
H -5.94712 0.61942 -1.51209 0.1139
H -4.37717 2.66702 -1.36437 0.0927
C -0.20127 -2.37863 -5.64071 -1.5115
Cl -0.67258 -3.49322 -4.35086 0.4904
Cl -1.59927 -1.95240 -6.63090 0.5263
Cl 0.53893 -0.92192 -4.96449 0.5665
H 0.52929 -2.87549 -6.27215 -0.0011
C -9.75243 -2.24582 -3.20546 -1.5513
Cl -8.55874 -2.35670 -4.50530 0.5285
Cl -9.15137 -3.04202 -1.74265 0.5054
Cl -10.15609 -0.56047 -2.86913 0.5000
H -10.65289 -2.75409 -3.52579 -0.0619
C 3.39185 -0.42168 4.97606 -1.4268
Cl 5.09164 -0.48657 4.48019 0.5553
Cl 2.32473 -1.02770 3.69256 0.7627
Cl 3.14457 -1.34175 6.46099 0.5262
H 3.13394 0.61570 5.16986 0.0244
C -5.34299 8.25943 1.31334 -1.5366
Cl -4.55227 6.88961 2.12182 0.5685
Cl -4.20481 9.08904 0.24778 0.5371
Cl -6.75561 7.71385 0.41182 0.5519
H -5.67333 8.96132 2.07652 -0.0978
C 6.67376 0.52737 8.32791 -1.5179
Cl 5.97883 -1.07973 8.56820 0.5008
Cl 5.87015 1.36398 6.99056 0.5035
Cl 6.56747 1.48118 9.81213 0.5183
H 7.72226 0.41038 8.07387 0.0175
C -7.78918 11.51648 2.66704 -1.5043
Cl -7.00749 10.15297 3.48395 0.5747
Cl -6.64333 12.33000 1.59841 0.5109
Cl -9.20428 10.97037 1.76410 0.5423
H -8.11732 12.22360 3.42230 0.0201
C -11.93584 1.49999 0.07903 -1.5317
Cl -11.53279 -0.20975 -0.10090 0.4905
Cl -10.87484 2.26840 1.26617 0.5171
Cl -11.83028 2.33101 -1.47847 0.5154
H -12.95773 1.57446 0.43662 0.0161
C 4.28008 -5.11421 -5.31231 -1.5750
Cl 2.61862 -4.62957 -4.93460 0.5129
Cl 5.19919 -3.74309 -5.94931 0.5234
Cl 5.07162 -5.78433 -3.88452 0.5325
H 4.24537 -5.88823 -6.07920 -0.1185
C -12.73678 -5.36449 -2.62685 -1.5245
Cl -13.84579 -6.12643 -1.48423 0.5392
Cl -13.37861 -5.44982 -4.27030 0.5354
Cl -12.42759 -3.68368 -2.16681 0.5537
H -11.79493 -5.90357 -2.59979 0.0178
C -5.21433 -5.65991 -4.66617 -1.5112
Cl -6.87079 -5.21287 -4.24931 0.5235
Cl -4.35558 -4.27799 -5.34973 0.5015
Cl -4.35866 -6.28303 -3.24998 0.5181
H -5.24908 -6.44532 -5.41550 0.0093
C -2.90097 14.33728 1.30380 -1.5397
Cl -1.22218 14.22854 0.76611 0.5272
Cl -3.99622 13.74948 0.04613 0.4989
Cl -3.13371 13.43158 2.80394 0.5106
H -3.13103 15.38036 1.49583 0.0169
C 8.54794 -4.00083 1.77920 -1.5417
Cl 8.93481 -3.39711 3.39491 0.5173
Cl 10.00828 -4.09807 0.78608 0.5188
Cl 7.75779 -5.57867 1.87798 0.5221
H 7.86041 -3.30277 1.30868 -0.0219
C 13.88553 -2.73598 1.73715 -1.5436
Cl 15.18745 -2.73739 0.54305 0.5266
Cl 14.39650 -3.55854 3.21554 0.5226
Cl 13.37040 -1.08337 2.09398 0.5172
H 13.03959 -3.27431 1.32136 -0.0146
C -1.52226 -6.44680 -0.29279 -1.5202
Cl -1.12042 -8.15463 -0.48225 0.5439
Cl -0.46256 -5.68657 0.90036 0.5489
Cl -1.41421 -5.60874 -1.84687 0.4896
H -2.54513 -6.37376 0.06331 0.0184
C 15.45537 0.15606 5.35752 -1.5617
Cl 16.76280 0.16234 4.17032 0.5136
Cl 15.95878 -0.67349 6.83461 0.5190
Cl 14.93321 1.80632 5.71823 0.5146
H 14.61358 -0.38307 4.93354 -0.0174
C -4.67831 -3.37498 -9.19111 -1.5422
Cl -5.85248 -4.12712 -8.11062 0.5040
Cl -5.23827 -3.42075 -10.86537 0.5392
Cl -4.35911 -1.71351 -8.68321 0.5070
H -3.75102 -3.93582 -9.12569 0.0162
C 1.68393 0.49364 10.23666 -1.5250
Cl 3.37577 0.44646 9.72886 0.4954
Cl 0.63091 -0.12923 8.95793 0.5040
Cl 1.45708 -0.42452 11.72843 0.5205
H 1.41326 1.52715 10.42740 0.0148
C 5.59113 -8.97538 -7.02661 -1.5061
Cl 5.17906 -7.29517 -7.41223 0.5919
Cl 5.94831 -9.14934 -5.30696 0.5336
Cl 4.28144 -10.05878 -7.50334 0.5388
H 6.47950 -9.24432 -7.58905 0.0178
C -1.39699 -8.26942 -4.73966 -1.5554
Cl -0.58360 -9.64154 -3.98205 0.5263
Cl -0.31573 -7.45608 -5.87799 0.5151
Cl -2.87762 -8.79477 -5.55213 0.5213
H -1.66827 -7.56112 -3.96216 -0.0551
C -1.09258 -1.85734 14.38314 -1.5588
Cl 0.59985 -2.24239 14.71724 0.5089
Cl -1.61350 -2.60481 12.86848 0.5097
Cl -2.12447 -2.37641 15.71976 0.5259
H -1.18311 -0.78069 14.28064 0.0113
```

The charge is +1. The spin multiplicity is 1. The HOMO energy is -10.51 eV.

---

(2)
The molecule C18H16N2O6. Source: the Open Molecules 2025 dataset; level of theory: the ωB97M-V functional and the def2-TZVPD basis.

```
42
Properties=species:S:1:pos:R:3:nbo_charge:R:1
C 2.25449 2.57399 4.07893 -0.2543
O 2.50234 3.78938 3.40979 -0.4891
C 2.54107 3.79183 2.05420 0.3081
C 2.77235 5.03316 1.45243 -0.2259
C 2.80503 5.14772 0.07784 -0.1976
C 2.60961 4.03470 -0.71998 -0.1969
C 2.40369 2.78774 -0.13147 -0.0852
C 2.19693 1.63857 -1.03249 0.5770
O 1.82764 1.75285 -2.17268 -0.5099
C 2.48934 0.23750 -0.45021 -0.6278
C 1.20012 -0.31269 0.05551 0.5322
O 0.66419 -0.01333 1.10200 -0.5294
C 0.52283 -1.31357 -0.89721 0.5779
O 1.09673 -1.79172 -1.84875 -0.5584
N -0.74230 -1.56352 -0.48004 -0.6143
C -1.71043 -2.39450 -1.02446 0.2544
C -1.47065 -3.11513 -2.19588 -0.2526
C -2.44479 -3.93796 -2.71822 -0.1652
C -3.66697 -4.04121 -2.06555 -0.0042
N -4.69099 -4.89776 -2.59545 0.5299
O -4.44177 -5.51540 -3.60957 -0.3778
O -5.74585 -4.95428 -1.99648 -0.3843
C -3.91538 -3.32406 -0.89991 -0.1600
C -2.95066 -2.49448 -0.36323 -0.0670
C -3.22842 -1.72494 0.89336 -0.6433
C 2.37392 2.66583 1.25833 -0.3123
H 2.22981 2.82302 5.13834 0.2036
H 1.29364 2.14094 3.78529 0.1823
H 3.05275 1.84714 3.89804 0.1759
H 2.91460 5.89053 2.09094 0.2273
H 2.97769 6.11192 -0.37501 0.2200
H 2.62122 4.10782 -1.79606 0.2319
H 3.22785 0.31814 0.34417 0.2503
H 2.83853 -0.39494 -1.26833 0.2838
H -0.99279 -1.07312 0.37506 0.4316
H -0.51642 -3.02040 -2.68645 0.2582
H -2.27529 -4.50173 -3.62196 0.2511
H -4.87855 -3.42996 -0.42346 0.2452
H -2.52867 -1.99793 1.68361 0.2215
H -4.23344 -1.93883 1.24569 0.2349
H -3.15356 -0.65127 0.71914 0.2221
H 2.17058 1.70996 1.71019 0.2363
```

As for the SMILES: COc1cccc(C(=O)CC(=O)C(=O)Nc2ccc([N+](=O)[O-])cc2C)c1. The spin multiplicity is 1. The HOMO energy is -9.01 eV. Its energy above the lowest of the compared OMol25 structures with the same formula, charge and spin is 120.40 kcal/mol.

---

(3)
The molecule C2H5NO. Source: the Open Molecules 2025 dataset; level of theory: the ωB97M-V functional and the def2-TZVPD basis.

```
9
Properties=species:S:1:pos:R:3:nbo_charge:R:1
C 0.82012 -1.34889 0.08323 -0.1163
C -0.93742 0.44427 0.06637 -0.4290
N 0.33854 -0.22185 0.11011 -0.1186
O 1.30714 0.91249 0.12402 -0.6165
H 1.84990 0.77288 -0.67624 0.4709
H 0.08267 -2.19764 0.08340 0.1490
H -1.63209 -0.39814 0.03388 0.2116
H -0.93679 0.97842 1.01376 0.2253
H -0.89207 1.05846 -0.83853 0.2236
```

The spin multiplicity is 1. The HOMO energy is -8.45 eV. Its energy above the lowest of the compared OMol25 structures with the same formula, charge and spin is 109.12 kcal/mol.

---

(4)
The molecule C5H9NSi. Source: the Open Molecules 2025 dataset; level of theory: the ωB97M-V functional and the def2-TZVPD basis.

```
16
Properties=species:S:1:pos:R:3:nbo_charge:R:1
C -1.30908 0.42428 -2.22557 -0.3379
C -0.74183 0.83277 -1.08757 -0.6254
Si 0.12245 -0.24296 0.34118 1.5116
C -0.24837 0.57116 1.95405 -1.1406
C 2.03269 -0.28384 0.14090 -1.0809
C -0.78518 -1.91549 0.14803 -0.1236
N -1.39835 -2.86578 -0.03979 -0.3089
H -1.85918 1.01607 -2.99110 0.1918
H -1.39404 -0.55828 -2.50747 0.1775
H -0.85106 1.95014 -1.09419 0.2218
H 0.72424 0.89493 2.30561 0.2463
H -1.06943 1.30763 2.02804 0.2672
H -0.49515 -0.27602 2.73972 0.2571
H 2.49239 -0.51414 1.16138 0.2414
H 2.37009 -0.97500 -0.58496 0.2485
H 2.40983 0.63452 -0.28825 0.2540
```

As for the SMILES: C=C[Si](C)(C)C#N. The spin multiplicity is 1. The HOMO energy is -10.21 eV. Its energy above the lowest of the compared OMol25 structures with the same formula, charge and spin is 3.24 kcal/mol.

---

(5)
A structure of composition C3H5AgO3. Source: the Open Molecules 2025 dataset; level of theory: the ωB97M-V functional and the def2-TZVPD basis.

```
12
Properties=species:S:1:pos:R:3:nbo_charge:R:1
H -0.49504 0.04788 1.88411 0.1373
O 0.46056 1.17025 -0.19170 -0.7570
C 1.28429 0.21368 -0.41846 0.9649
C -1.10009 0.14615 0.51922 -0.5421
O 2.50973 0.36621 -0.48301 -0.8217
O 0.78036 -1.02447 -0.38546 -0.5145
C -0.65162 -1.08480 -0.26603 -0.0990
Ag 2.84357 2.60796 -0.70979 0.8899
H -1.73738 0.76811 -0.12521 0.2100
H -1.94197 -0.09495 1.18112 0.1656
H -1.08060 -1.10107 -1.27392 0.1760
H -0.87181 -2.01493 0.26913 0.1906
```

The spin multiplicity is 1. The HOMO energy is -7.46 eV. Its energy above the lowest of the compared OMol25 structures with the same formula, charge and spin is 100.26 kcal/mol.

---

(6)
A cluster of 2 separate species, C3H5NO2 in total. Source: the Open Molecules 2025 dataset; level of theory: the ωB97M-V functional and the def2-TZVPD basis.

```
11
Properties=species:S:1:pos:R:3:nbo_charge:R:1
O -2.27254 -1.30519 0.18189 -0.4985
C -1.45693 -0.46971 0.26673 0.8925
N -0.76725 0.53085 0.30808 -0.5742
C 0.60529 0.74269 0.63033 -0.3234
C 1.40216 -0.54018 0.75838 0.4262
O 0.91521 -1.63580 0.63720 -0.5010
H 0.69444 1.29534 1.57718 0.2296
H 1.08113 1.37161 -0.13482 0.2301
H 2.47848 -0.40245 0.98058 0.1218
H -1.21424 0.40477 -2.31551 -0.0083
H -1.46573 0.00808 -2.89004 0.0052
```

As for the SMILES: O=C=NCC=O.[H][H]. The spin multiplicity is 1. The HOMO energy is -10.47 eV. Its energy above the lowest of the compared OMol25 structures with the same formula, charge and spin is 45.01 kcal/mol.